#P
15
Properties=species:S:1:pos:R:3:mulliken_charge:R:1 method="wB97M-V/def2-TZVPD" smiles="C1=C[C@@H]2[C@@H]3C=C[C@H]1N23" e_homo_ev=-8.700 charge=0
C 0.3773 1.3185 -0.1898 -0.205
C 1.5524 0.6842 -0.2434 -0.664
C 1.2745 -0.4731 0.5706 0.102
C 0.0189 -1.4416 0.3484 -0.094
C -0.8882 -1.0329 -0.8725 -0.332
C -1.4924 0.0163 -0.5698 -0.452
C -0.7916 0.7140 0.6310 0.006
H 0.0151 2.3923 -0.4349 0.260
H 2.2924 0.8616 -1.1016 0.284
H 1.9553 -0.5876 1.4227 0.377
H -0.1476 -2.4348 0.7992 0.359
H -0.8140 -1.6059 -1.9461 0.244
H -2.2663 0.5065 -1.3168 0.262
H -1.0739 1.3676 1.5144 0.396
N -0.0118 -0.2852 1.3886 -0.543

=====

#Q
15
Properties=species:S:1:pos:R:3:mulliken_charge:R:1 method="wB97M-V/def2-TZVPD" smiles=c1ccncc1.C#C e_homo_ev=-9.433 charge=0
C 2.7005 -0.7094 0.7309 -0.323
C 3.1752 -1.0451 1.8263 -0.248
C -1.5211 -0.5640 0.5382 -0.279
C -0.1971 -0.0772 0.5183 -0.155
C -0.0200 0.8026 -0.5505 -0.203
C -0.9757 0.9485 -1.6205 -0.416
C -2.3146 0.5553 -1.3637 -0.043
H 1.9208 -0.3939 0.0771 0.249
H 3.6394 -1.5513 2.6870 0.349
H -1.5210 -1.5205 1.3132 0.204
H 0.6253 -0.3109 1.1814 0.390
H 0.8810 1.4549 -0.5149 0.385
H -0.7992 1.9082 -2.3193 0.233
H -3.0874 0.7897 -2.0878 0.365
N -2.5062 -0.2869 -0.4157 -0.509

=====

Most stable: #Q. Least stable: #P.

=====

#P
10
Properties=species:S:1:pos:R:3:mulliken_charge:R:1 method="wB97M-V/def2-TZVPD" e_homo_ev=-9.464 charge=0
C -0.4926 -0.0039 2.4834 0.057
C -0.4657 -0.0693 1.2600 -0.365
C -0.5228 -0.4020 -0.1302 -0.326
Si 0.8778 0.3776 -1.1680 0.473
Br -0.7599 -2.3591 -0.5238 -0.121
H -0.2235 0.0954 3.5596 0.379
H -1.6953 0.6280 -0.9468 0.238
H 0.6022 1.8533 -1.2148 -0.061
H 0.5270 -0.0113 -2.4625 -0.136
H 2.1530 -0.1087 -0.8568 -0.139

=====

#Q
10
Properties=species:S:1:pos:R:3:mulliken_charge:R:1 method="wB97M-V/def2-TZVPD" e_homo_ev="-8.243 / -7.275" charge=0
C 0.2487 0.6288 2.5993 0.340
C 0.1116 0.9716 1.4433 -0.084
C -0.1416 1.3442 0.1563 -1.102
Si 0.1759 -1.5794 -1.6690 0.254
Br -1.9484 1.6713 -0.3851 -0.098
H 0.4454 0.2927 3.5713 0.433
H 0.5785 1.8640 -0.4461 0.414
H -1.0751 -2.0190 -1.0988 -0.053
H 1.4188 -2.1119 -1.1522 -0.048
H 0.1861 -1.0623 -3.0189 -0.056

=====

Most stable: #P. Least stable: #Q.

=====

#P
13
Properties=species:S:1:pos:R:3:mulliken_charge:R:1 method="wB97M-V/def2-TZVPD" smiles="CNC(=O)O.O" e_homo_ev=-9.836 charge=0
C -1.5445 1.6368 1.9747 -0.771
N -0.1404 1.4132 1.6715 -0.200
C 0.3332 0.3801 0.9136 0.602
O -0.6429 -0.3532 0.3286 -0.466
O 1.5078 0.2309 0.6650 -0.594
H -2.2823 1.4809 1.1858 0.272
H -1.8177 0.9577 2.7855 0.259
H -1.6430 2.6700 2.3054 0.307
H 0.4789 2.1979 1.6607 0.263
H -0.1545 -0.9152 -0.2914 0.327
H -0.0397 -2.4269 -4.7849 0.318
H 0.9259 -3.5190 -4.6330 0.319
O 0.8632 -2.5658 -4.4650 -0.636

=====

#Q
13
Properties=species:S:1:pos:R:3:mulliken_charge:R:1 method="wB97M-V/def2-TZVPD" smiles="C=N.C=O.OO" e_homo_ev=-9.512 charge=0
C -0.2921 0.6182 -1.5615 -0.286
O -1.3043 0.4278 -0.9013 -0.524
H -1.0413 0.8381 0.7611 0.402
H -0.1134 0.0711 -2.4972 0.381
H 0.3799 1.4617 -1.3496 0.309
H 0.9693 -0.3820 -0.5482 0.320
C 0.0618 -1.9104 0.2690 -0.120
O -0.5718 0.9931 1.6559 -0.366
O 0.5821 1.7240 1.2699 -0.316
N 1.1117 -1.3166 -0.0517 -0.574
H 1.0156 1.8832 2.1152 0.298
H 0.1474 -2.9132 0.6749 0.276
H -0.9448 -1.4950 0.1637 0.202

=====

#R
13
Properties=species:S:1:pos:R:3:mulliken_charge:R:1 method="wB97M-V/def2-TZVPD" smiles="NCC(=O)O.O" e_homo_ev=-10.190 charge=0
O 0.0694 -1.7299 1.1732 -0.541
C -0.2425 -1.5319 0.0271 0.638
O -1.0205 -2.4495 -0.6187 -0.447
C 0.3701 -0.5887 -1.0063 -0.443
N 1.3386 0.3843 -0.4915 -0.588
H -1.7103 -2.7758 -0.0207 0.334
H 0.9059 -1.1468 -1.7750 0.273
H -0.4944 -0.1324 -1.4906 0.317
H 0.8112 1.1515 -0.1108 0.176
H 1.8549 0.0036 0.2966 0.296
H -0.9168 3.5793 1.1262 0.326
H -0.3854 2.2938 1.0953 0.275
O -0.5801 2.9424 1.7950 -0.616

=====

#S
13
Properties=species:S:1:pos:R:3:mulliken_charge:R:1 method="wB97M-V/def2-TZVPD" smiles="NCC(=O)O.O" e_homo_ev=-10.096 charge=0
O -0.1418 -1.1951 0.2617 -0.637
C 0.8328 -0.5222 0.0468 0.624
O 2.0193 -0.8231 0.5979 -0.455
C 1.0591 0.6346 -0.9537 -0.484
N -0.1200 1.4842 -1.1113 -0.600
H 2.1425 -1.5695 1.1878 0.357
H 1.9778 1.1354 -0.6412 0.328
H 1.2906 0.1289 -1.9127 0.270
H -0.9173 0.8850 -1.2771 0.283
H -0.2541 1.9523 -0.2137 0.284
H -3.4225 -0.8378 1.1582 0.301
H -1.8136 -0.6502 1.1795 0.377
O -2.6528 -0.6224 1.6779 -0.648

=====

Most stable: #P. Least stable: #Q.